#i
Below is an isolated molecule of C7H9P, with properties calculated with ωB97M-V/def2-TZVPD.

```
17
Properties=species:S:1:pos:R:3:mulliken_charge:R:1
H 0.62194 -0.68300 -1.63314 0.2654
H -2.82725 -1.11847 0.46023 0.4445
H -2.89695 1.13165 -1.38706 0.2990
H -2.20857 0.32878 1.21030 0.3852
H 2.88679 2.19221 1.49921 0.2584
P -0.28820 -1.57473 0.34601 -0.1829
H 3.86450 0.52868 1.54643 0.2557
C -1.26925 -0.15411 -1.92076 -0.4137
C 1.73921 0.31867 1.28106 1.1815
H -1.01960 0.40185 -2.79371 0.3601
H 2.97717 1.10273 2.95236 0.2798
C -2.12219 0.37407 -1.04600 0.0081
C -2.35082 -0.20195 0.29684 -1.2247
C -0.31331 -1.18635 -1.45593 -0.4050
H -0.41127 -2.19087 -2.10597 0.3021
C 2.86235 1.06692 1.80946 -1.1097
C 0.75545 -0.33610 0.94067 -0.7036
```

Summary:
- Kohn-Sham gap (alpha / beta) (eV) = 8.1 / 8.1
- LUMO energy (alpha / beta) (eV) = 0.228 / 0.229

---

#ii
Below is an isolated molecule of C7H9P, with properties calculated with ωB97M-V/def2-TZVPD.

```
17
Properties=species:S:1:pos:R:3:mulliken_charge:R:1
P -0.09451 -1.56668 1.85225 -0.0730
C -1.17139 0.86237 1.36014 -0.9336
C 1.30594 -0.83094 -0.81112 -0.1983
H 1.25320 0.40772 -2.56094 0.2594
H 0.18743 2.15579 -1.18286 0.2445
H 1.38413 -1.95613 -1.18069 0.2304
H -1.96814 1.51747 1.42570 0.4047
C -0.31711 1.13290 -1.20232 -0.4333
H 2.37992 -0.39745 -0.84619 0.2226
C 0.52745 -0.49106 0.39377 -0.0916
H 0.64939 -1.62594 2.92409 -0.0080
H -1.68766 -0.25636 3.20780 0.4302
H -1.37624 1.25940 -1.44834 0.2991
C -0.31751 0.54624 0.21880 0.3039
C -1.12783 -0.13232 2.31308 -0.3406
H -0.09849 -0.61795 -2.58420 0.3429
C 0.47141 -0.00705 -1.87898 -0.6593
```

Summary:
- SMILES = C1=[PH]=C2CCCC2=C1
- Kohn-Sham gap (eV) = 9.1
- LUMO energy (eV) = 0.881

---

Last place for stability: #i

---

#i
Below is an isolated molecule of C13H12Cl2N2O4S, with properties calculated with ωB97M-V/def2-TZVPD.

```
34
Properties=species:S:1:pos:R:3:mulliken_charge:R:1
O -0.88649 2.20123 0.99224 -0.7556
H 5.71325 2.12263 -0.51936 0.3472
C 0.36708 -0.11291 1.10842 -0.4211
C 3.88820 0.57704 -0.04558 0.5446
H -2.62314 -2.77945 -2.76741 0.2825
C -4.35327 0.86486 0.91349 -1.4285
O 3.79454 1.88228 0.21936 -0.3003
C -3.46620 0.15040 -0.03223 0.7898
N -1.49521 -0.54791 -0.84468 -0.6730
S -1.13097 0.83912 1.34065 1.5411
H 1.43058 1.59616 0.46257 0.6378
C -2.44562 -0.98720 -1.64418 0.5489
H -4.17333 1.93835 0.85527 0.2914
O -1.73677 0.57145 2.60598 -0.6176
Cl -1.01226 -2.26741 1.90380 -0.1455
H -4.14143 0.55183 1.93453 0.3379
H -2.51669 -1.31267 -3.74079 0.2948
H 4.49751 3.29603 -1.09506 0.2833
C 4.84774 2.72360 -0.23493 -0.7416
C 0.39664 -1.47627 1.37236 0.5095
C 1.57555 -2.18310 1.19143 -0.8238
C -3.71296 -0.57105 -1.17408 -0.9096
O 4.81070 0.06628 -0.62368 -0.5830
C 2.68937 -0.15114 0.46933 -0.3819
H -4.66608 -0.77705 -1.61624 0.4151
Cl 4.14462 -2.43970 0.55279 -0.1749
C -2.14199 -1.80569 -2.84525 -1.1995
N -2.11261 0.13956 0.13801 0.6693
H -1.06794 -1.94073 -2.93046 0.3320
C 2.71516 -1.52629 0.74036 0.6679
H 1.61004 -3.24123 1.39476 0.4698
H 5.10069 3.39821 0.58118 0.2390
C 1.49502 0.53851 0.66343 -0.3904
H -5.39372 0.66223 0.67396 0.3444
```

Summary:
- SMILES = COC(=O)c1cc(S(=O)(=O)n2nc(C)cc2C)c(Cl)cc1Cl
- Kohn-Sham gap (eV) = 9.3
- LUMO energy (eV) = -0.203

---

#ii
Below is a structure of composition C13H12Cl2N2O4S, with properties calculated with ωB97M-V/def2-TZVPD.

```
34
Properties=species:S:1:pos:R:3:mulliken_charge:R:1
C 1.86470 -2.42166 0.40777 0.2198
C -1.52295 0.51364 1.38512 0.3134
H -3.58027 2.31549 1.86643 0.3320
H 2.24935 -5.02175 -1.35326 0.4700
C 0.66531 2.03503 -3.91739 0.5323
H -2.50758 0.18649 1.03032 0.5228
O 1.80258 -3.75414 0.21649 -0.3540
H -2.68765 3.37951 2.95655 0.4225
O -0.80136 1.10631 0.30118 -0.4382
O -2.41381 0.65858 -1.21159 -0.5799
H 0.86706 0.00463 0.89831 0.2304
N 1.00489 1.29132 -1.61224 -0.2547
S 1.97578 1.67334 -2.85035 -0.0574
H 2.92888 -2.72919 -2.66094 0.4064
H -0.69041 1.90086 2.78901 0.3328
Cl 0.86571 2.55042 -5.51967 -0.1682
H 0.86738 -2.61272 2.28033 0.4015
H -2.18099 3.21476 1.27468 0.2621
H 2.28986 -1.53731 2.31270 0.3098
C -1.67992 1.52463 2.52226 -0.6239
H 2.47409 -0.75694 -0.87118 0.4930
C -2.59052 2.68109 2.12954 -1.2618
C -0.26754 1.40383 -1.92317 0.4184
C -0.75026 -0.72304 1.88279 0.2402
C 2.22842 -3.99915 -1.03350 -0.3979
O -1.27800 -1.56651 2.57140 -0.6806
C -1.30416 1.01866 -0.92565 0.6287
Cl -2.06500 2.07099 -3.93084 -0.1471
C 2.32560 -1.80724 -0.72126 0.0201
C 2.56142 -2.84025 -1.66164 -0.6039
C 1.42244 -1.85567 1.72062 -0.9662
C -0.52477 1.82875 -3.25155 -0.2866
H -2.09181 0.99188 3.38011 0.3733
N 0.54349 -0.72466 1.51863 -0.1091
```

Summary:
- Kohn-Sham gap (eV) = 8.3
- LUMO energy (eV) = -0.406

---

Last place for stability: #i

---

#i
Below is an isolated molecule of C5H10S, with properties calculated with ωB97M-V/def2-TZVPD.

```
16
Properties=species:S:1:pos:R:3:mulliken_charge:R:1
H -2.67229 -0.49588 0.70212 0.2969
S 1.52181 -1.09012 -0.17557 -0.0493
C 0.29741 0.10851 -0.55903 -0.5948
C -0.91470 0.97152 0.30344 -0.6646
H 4.14505 -0.14873 0.25893 0.3046
H -0.92626 0.81177 1.41171 0.3157
H 2.52112 0.54593 1.27322 0.2197
H -1.44885 2.04273 0.00275 0.2215
H 2.68050 0.88503 -0.86545 0.1655
H -2.56091 -1.98781 -0.57800 0.2248
C -1.91225 -1.25816 0.30105 -1.0308
C 2.93662 0.15394 0.22353 -0.6345
H -1.28035 -1.67172 1.04795 0.3576
H 0.64935 0.94450 -1.22597 0.2475
H -1.76177 0.29951 -1.56683 0.3030
C -1.27448 -0.11102 -0.55386 0.3173
```

Summary:
- SMILES = CS[C@@H]1C[C@@H]1C
- Kohn-Sham gap (eV) = 8.9
- LUMO energy (eV) = 0.868

---

#ii
Below is an isolated molecule of C5H10S, with properties calculated with ωB97M-V/def2-TZVPD.

```
16
Properties=species:S:1:pos:R:3:mulliken_charge:R:1
H 0.11153 -2.15733 -2.33340 0.2087
H -0.88038 0.05981 2.90375 0.1125
H 0.13456 -1.28531 1.05594 0.3085
C -0.31225 -0.02353 -2.78903 -0.6944
S 0.28043 0.61649 2.55846 -0.2134
H -1.20014 0.48890 -2.73220 0.2563
C -0.25703 0.49356 -0.20763 -0.4408
H -0.05916 1.61621 -0.15891 0.2984
C -0.51124 -1.27856 -2.03549 -0.5671
H 1.26195 -0.49431 -1.37561 0.2781
H -1.40069 0.60952 -0.08386 0.2702
H 1.53244 -0.20883 0.75693 0.2778
H -1.44408 -1.67633 -1.60496 0.2293
H 0.21180 0.24673 -3.67362 0.2872
C 0.40968 -0.19004 0.89984 -0.7547
C 0.21172 -0.17858 -1.48258 0.1435
```

Summary:
- SMILES = SCCC1CC1
- Kohn-Sham gap (eV) = 10.1
- LUMO energy (eV) = 1.019

---

#iii
Below is an isolated molecule of C5H10S, with properties calculated with ωB97M-V/def2-TZVPD.

```
16
Properties=species:S:1:pos:R:3:mulliken_charge:R:1
H 0.59676 1.41453 1.24906 0.3302
H -2.01863 -0.59071 1.23063 0.2964
C -1.23280 -1.34620 1.06064 -1.2530
H -1.16998 1.41849 0.78432 0.3253
H 2.30263 0.63734 -0.28050 0.3295
C -0.38126 -1.00230 -0.16169 -0.5609
H -0.63132 -1.33291 1.96776 0.3106
S -1.17203 -0.19934 -1.71234 -0.2178
H 1.68341 1.13116 -1.88060 0.3027
H 0.23671 -1.83854 -0.44259 0.3917
C 1.59057 0.36750 -1.09567 -1.2655
C 0.15590 0.32726 -0.48348 1.2370
C -0.12505 1.49459 0.42252 -1.3143
H 1.91572 -0.58981 -1.49218 0.3925
H -1.71145 -2.32440 0.99387 0.3508
H -0.03919 2.43332 -0.15973 0.3450
```

Summary:
- SMILES = C[C@H]1SC1(C)C
- Kohn-Sham gap (eV) = 9.5
- LUMO energy (eV) = 0.936

---

#iv
Below is a structure of composition C5H10S, with properties calculated with ωB97M-V/def2-TZVPD.

```
16
Properties=species:S:1:pos:R:3:mulliken_charge:R:1
H -2.51491 -1.30460 -0.78533 0.1340
C 0.83355 -0.31107 1.07414 -0.8353
C 1.51474 -0.78996 -0.13075 -0.4238
H -2.44587 1.08287 0.87796 0.2964
H 1.20538 1.48927 -0.91627 0.2648
H -2.00778 1.04249 -0.82139 0.3341
H 0.72150 -1.01397 1.99388 0.2648
H 1.45029 0.41987 1.77909 0.2338
C -0.33895 -0.03642 0.07656 0.7631
H 2.82463 -0.88059 -0.30389 0.2661
C 0.82434 0.35474 -0.89509 -0.4948
H 1.05023 -1.79529 -0.56885 0.2133
S -1.17903 -1.46117 -0.03955 -0.2936
H 0.59145 0.03440 -1.92650 0.2703
H -1.02490 2.00436 0.36534 0.4326
C -1.50469 1.16508 0.22066 -1.4260
```

Summary:
- Kohn-Sham gap (eV) = 9.3
- LUMO energy (eV) = 0.682

---

Last place for stability: #i